Computed, not measured: one molecule with the formula C17H14ClF3N4O2S, with ωB97M-V with the def2-TZVPD basis set.

Results
SMILES: CN(CC(=O)Nc1ccc(Cl)c(C(F)(F)F)c1)Cc1cc(=O)n2ccsc2n1
M (g mol⁻¹): 430.84
F_max (eV/A): 0.8
Calculated total energy (hartree): -2183.76340
Orbital gap (eV): 8.628
HOMO level (eV): -8.58

Structure (ORCA input):
```
! wB97M-V def2-TZVPD RIJCOSX def2/J DEFGRID3
* xyz 0 1
C -0.93 -2.00 -3.69
N -0.87 -0.56 -3.63
C -1.95 0.06 -2.88
C -1.97 -0.36 -1.41
O -2.29 -1.48 -1.06
N -1.56 0.62 -0.55
C -1.24 0.49 0.80
C -0.68 1.59 1.45
C -0.27 1.49 2.77
C -0.42 0.29 3.46
C -1.01 -0.79 2.83
C -1.42 -0.70 1.51
H -1.87 -1.54 1.02
H -1.15 -1.71 3.37
Cl 0.12 0.13 5.09
C 0.36 2.68 3.45
F -0.32 3.07 4.54
F 0.41 3.76 2.66
F 1.62 2.44 3.85
H -0.54 2.52 0.93
H -1.35 1.53 -0.94
H -1.87 1.14 -2.99
H -2.89 -0.28 -3.34
C 0.45 -0.01 -3.37
C 0.96 -0.10 -1.95
C 1.45 1.00 -1.30
C 1.95 0.93 0.04
O 2.39 1.82 0.73
N 1.86 -0.39 0.58
C 1.33 -1.41 -0.15
N 0.91 -1.32 -1.37
S 1.33 -2.88 0.77
C 2.05 -2.04 2.11
C 2.25 -0.75 1.84
H 2.68 0.01 2.48
H 2.27 -2.57 3.02
H 1.50 1.96 -1.78
H 1.15 -0.55 -4.02
H 0.44 1.04 -3.67
H -0.74 -2.49 -2.73
H -1.93 -2.29 -4.03
H -0.20 -2.35 -4.42
*
```

natural (NBO) atomic charge list, values in e, 8 entries: C -0.41; N -0.42; C -0.30; C 0.67; O -0.60; N -0.63; C 0.22; C -0.23



Computed, not measured: one molecule with the formula C17H14N2O7 in a non-equilibrium geometry, with ωB97M-V with the def2-TZVPD basis set.

Results
SMILES: O=C1COc2ccc(C(=O)COC(=O)CNC(=O)c3ccco3)cc2N1
M (g mol⁻¹): 358.31
F_max (eV/A): 1.2
Calculated total energy (hartree): -1292.45222
Orbital gap (eV): 8.778
HOMO level (eV): -8.46
Relative energy (zero: lowest compared OMol25 entry of this formula, charge and spin) (kcal/mol): 0.0

Structure (ORCA input):
```
! wB97M-V def2-TZVPD RIJCOSX def2/J DEFGRID3
* xyz 0 1
O 2.82 2.83 0.57
C 1.65 2.69 0.29
N 0.84 1.83 0.96
C -0.49 1.63 0.61
C -1.21 0.55 1.07
C -2.57 0.43 0.78
C -3.20 1.43 0.04
C -2.48 2.50 -0.46
C -1.11 2.59 -0.21
O -0.41 3.63 -0.71
C 0.98 3.40 -0.87
H 1.15 2.77 -1.75
H 1.44 4.38 -1.03
H -2.95 3.26 -1.05
H -4.26 1.34 -0.16
C -3.36 -0.74 1.19
O -4.52 -0.69 1.52
C -2.63 -2.09 1.15
H -3.36 -2.86 0.91
H -2.18 -2.30 2.13
O -1.56 -2.12 0.21
C -1.89 -1.88 -1.06
O -3.02 -1.74 -1.44
C -0.67 -1.81 -1.97
N 0.57 -1.95 -1.27
C 1.36 -0.88 -1.00
O 1.13 0.24 -1.43
C 2.53 -1.19 -0.16
C 3.53 -0.38 0.30
C 4.38 -1.20 1.06
C 3.84 -2.45 1.01
O 2.72 -2.46 0.28
H 4.15 -3.39 1.44
H 5.27 -0.91 1.58
H 3.64 0.68 0.12
H 0.77 -2.82 -0.81
H -0.78 -2.57 -2.75
H -0.67 -0.82 -2.44
H -0.71 -0.19 1.69
H 1.26 1.22 1.64
*
```

natural (NBO) atomic charge list, values in e, 8 entries: O -0.61; C 0.68; N -0.62; C 0.17; C -0.22; C -0.19; C -0.15; C -0.25



Computed, not measured: one molecule with the formula C17H14N4OS in a non-equilibrium geometry, with ωB97M-V with the def2-TZVPD basis set.

Results
SMILES: Cc1cc(C)nc(Sc2nc(C)nc3c2oc2ccccc23)n1
M (g mol⁻¹): 322.39
F_max (eV/A): 3.4
Calculated total energy (hartree): -1348.68072
Orbital gap (eV): 8.675
HOMO level (eV): -8.71
Relative energy (zero: lowest compared OMol25 entry of this formula, charge and spin) (kcal/mol): 11.2

Structure (ORCA input):
```
! wB97M-V def2-TZVPD RIJCOSX def2/J DEFGRID3
* xyz 0 1
N 2.98 -0.67 -1.22
N 1.29 -1.37 -2.75
N 0.70 0.46 2.93
N 1.31 1.82 1.09
O -0.27 -1.42 0.41
S 2.68 -0.47 1.41
C 1.47 0.70 1.86
C 2.53 -0.98 -2.44
C 2.12 -0.78 -0.22
C 0.47 -1.40 -1.73
C -0.19 1.37 3.32
C 0.47 2.75 1.50
C -0.31 2.57 2.64
C -3.52 -2.45 -1.06
C -3.13 -2.48 -2.41
C -2.64 -2.05 -0.07
C -1.79 -2.16 -2.73
C 0.79 -1.14 -0.42
C -1.34 -1.76 -0.40
C -0.92 -1.81 -1.71
C 3.53 -0.93 -3.56
C -1.04 1.08 4.49
C 0.35 4.02 0.71
H -0.99 3.38 2.91
H -4.53 -2.64 -0.76
H -3.85 -2.78 -3.18
H -2.97 -1.94 0.96
H -1.49 -2.19 -3.77
H 3.27 -1.69 -4.29
H 3.53 0.08 -4.07
H 4.52 -1.16 -3.24
H -2.11 1.05 4.11
H -0.79 0.15 4.96
H -0.96 1.84 5.28
H -0.61 4.52 0.93
H 1.20 4.73 0.87
H 0.22 3.75 -0.36
*
```

natural (NBO) atomic charge list, values in e, 8 entries: N -0.45; N -0.44; N -0.46; N -0.47; O -0.43; S 0.33; C 0.25; C 0.42